ORCA calculation (the ωB97M-V functional and the def2-TZVPD basis) on C28H55CaN4P2SSi2 as an isolated structure.

XYZ file:
```
93
Properties=species:S:1:pos:R:3:forces:R:3
Ca -0.072 -0.236 -0.157 -0.2 0.2 0.1
C -1.441 2.695 2.624 0.0 0.0 0.0
P -0.071 2.665 1.405 0.0 0.0 0.1
C 1.360 3.009 2.494 0.0 -0.1 0.0
C -0.346 4.336 0.662 -0.1 0.0 0.0
C -1.706 4.437 -0.050 0.1 0.0 0.0
P -2.074 2.925 -1.053 0.0 0.1 -0.1
C -3.500 3.548 -2.035 0.0 -0.1 0.0
C -0.739 3.103 -2.294 0.0 0.0 0.0
H -1.472 3.652 3.151 0.0 0.0 0.0
H -1.310 1.902 3.356 0.0 0.0 0.0
H -2.391 2.529 2.113 0.0 0.0 0.0
H 1.170 3.847 3.168 0.0 0.0 0.0
H 2.243 3.219 1.889 0.0 0.0 0.0
H 1.566 2.120 3.093 0.0 0.0 0.0
H 0.468 4.530 -0.041 0.0 0.0 0.0
H -0.272 5.091 1.450 0.0 0.0 0.0
H -1.731 5.318 -0.699 0.0 0.0 0.0
H -2.507 4.557 0.684 0.0 0.0 0.0
H -3.279 4.501 -2.523 0.0 0.0 0.0
H -4.373 3.669 -1.392 0.0 0.0 0.0
H -3.747 2.810 -2.800 0.0 0.0 0.0
H -0.773 4.072 -2.801 0.0 0.0 0.0
H -0.816 2.298 -3.021 0.0 0.0 0.0
H 0.230 2.983 -1.808 0.0 0.0 0.0
C 1.287 -5.461 -1.647 0.0 0.0 0.0
C 1.027 -3.964 -1.798 0.0 0.0 0.0
C -0.130 -3.510 -1.031 0.0 -0.1 0.1
N -1.031 -3.133 -0.425 0.0 0.1 0.0
H 2.172 -5.734 -2.221 0.0 0.0 0.0
H 0.445 -6.048 -2.013 0.0 0.0 0.0
H 1.463 -5.724 -0.604 0.0 0.0 0.0
H 0.857 -3.691 -2.841 0.0 0.0 0.0
H 1.865 -3.364 -1.430 0.0 0.0 0.0
C -3.883 -1.391 3.068 0.0 0.0 0.0
S -3.109 -2.943 2.589 0.0 -0.1 0.1
C -4.174 -3.381 1.206 0.0 0.0 0.0
H -4.919 -1.538 3.375 0.0 0.0 0.0
H -3.833 -0.670 2.250 0.0 0.0 0.0
H -3.315 -0.995 3.910 0.0 0.0 0.0
H -4.236 -2.555 0.496 0.0 0.0 0.0
H -5.175 -3.659 1.538 0.0 0.0 0.0
H -3.709 -4.226 0.700 0.0 0.0 0.0
C 4.534 -3.802 0.264 0.0 0.0 0.0
C 3.673 -3.160 1.359 0.0 0.0 0.1
C 2.856 -4.246 2.075 0.0 0.0 0.0
C 4.582 -2.468 2.383 0.0 0.0 0.0
C 2.759 -2.167 0.762 -0.1 0.2 -0.2
C 2.001 -1.340 0.266 0.3 -0.2 0.1
H 5.248 -4.505 0.704 0.0 0.0 0.0
H 5.086 -3.038 -0.287 0.0 0.0 0.0
H 3.912 -4.349 -0.447 0.0 0.0 0.0
H 3.519 -5.017 2.480 0.0 0.0 0.0
H 2.153 -4.720 1.385 0.0 0.0 0.0
H 2.283 -3.816 2.898 0.0 0.0 0.0
H 5.261 -3.195 2.841 0.0 0.0 0.0
H 3.981 -2.013 3.171 0.0 0.0 0.0
H 5.175 -1.687 1.904 0.0 0.0 0.0
N -0.714 -0.389 2.171 -0.1 -0.1 -0.1
C -0.267 -0.560 3.227 0.0 -0.1 0.2
C 0.229 -0.706 4.523 0.0 0.1 -0.1
C 0.859 -1.910 4.922 -0.1 0.1 0.0
N 1.374 -2.890 5.251 0.0 0.0 0.0
C 0.178 0.428 5.369 0.1 -0.1 0.0
N 0.144 1.374 6.032 -0.1 0.0 0.0
C 2.554 1.060 -2.613 0.0 0.1 0.0
Si 1.298 0.099 -3.643 0.0 0.0 -0.1
C 2.277 -1.338 -4.401 0.0 0.0 0.0
C 0.898 1.210 -5.123 0.0 0.1 0.0
C -0.122 -0.477 -2.655 0.0 -0.1 0.0
Si -1.775 -0.869 -3.308 0.0 0.1 0.0
C -2.403 0.350 -4.615 0.0 0.0 0.0
C -3.101 -0.851 -1.956 -0.1 0.1 0.0
C -1.929 -2.573 -4.126 0.0 0.0 0.0
H 3.484 1.232 -3.166 0.0 0.0 0.0
H 2.799 0.516 -1.694 0.0 0.0 0.0
H 2.156 2.040 -2.328 0.0 0.0 0.0
H 3.078 -0.980 -5.056 0.0 0.0 0.0
H 1.623 -1.990 -4.989 0.0 0.0 0.0
H 2.741 -1.945 -3.615 0.0 0.0 0.0
H 1.849 1.521 -5.569 0.0 0.0 0.0
H 0.345 2.119 -4.871 0.0 -0.1 0.0
H 0.335 0.677 -5.892 0.0 0.0 0.0
H 0.289 -1.396 -2.188 -0.1 0.1 -0.2
H -2.300 1.396 -4.315 0.0 0.0 0.0
H -3.466 0.165 -4.803 0.0 0.0 0.0
H -1.874 0.227 -5.561 0.0 0.0 0.0
H -3.255 0.162 -1.560 0.0 -0.1 0.0
H -2.828 -1.505 -1.125 0.0 0.0 0.0
H -4.061 -1.206 -2.346 0.0 0.0 0.0
H -1.181 -2.691 -4.917 0.0 0.0 0.0
H -2.919 -2.725 -4.568 0.0 0.0 0.0
H -1.774 -3.369 -3.390 0.0 0.0 0.0
```
Forces are in eV/Å.

Energy   -3656.521309 Eh
Molar mass   638.041 g/mol
E_HOMO   -5.004 eV
Gap between HOMO and LUMO   7.45 eV
2S+1   1
Charge   -1
Energy above the lowest of the compared OMol25 structures with the same formula, charge and spin   0.732 eV